Entry 1:
ORCA calculation (the ωB97M-V functional and the def2-TZVPD basis) on a cluster of 10 separate species, C33H72F6NO11 in total.

Atoms and positions in Å:
C: -0.553 2.298 5.010
C: -0.807 2.092 3.524
C: -1.176 0.643 3.171
O: -0.327 0.064 2.176
C: -0.816 0.082 0.866
C: 0.184 0.853 0.031
C: -0.003 2.196 -0.339
C: -1.225 3.013 -0.012
C: -2.120 3.013 -1.258
F: -3.372 3.505 -0.938
C: 0.977 2.813 -1.088
N: 2.094 2.154 -1.459
C: 3.103 2.907 -2.244
F: 4.033 2.046 -2.651
F: 2.484 3.410 -3.311
C: 3.750 4.055 -1.381
F: 3.684 5.201 -2.068
F: 5.032 3.728 -1.152
C: 2.293 0.870 -1.124
C: 1.354 0.200 -0.372
C: 1.631 -1.230 0.006
C: 1.075 -2.165 -1.043
O: 0.033 -2.055 -1.599
F: 1.890 -3.194 -1.299
H: -0.364 3.358 5.201
H: 0.325 1.764 5.374
H: -1.427 2.040 5.608
H: -1.642 2.741 3.245
H: 0.059 2.420 2.942
H: -2.222 0.571 2.862
H: -1.084 0.012 4.055
H: -0.894 -0.929 0.462
H: -1.804 0.531 0.765
H: -0.914 4.026 0.243
H: -1.787 2.569 0.803
H: -2.240 1.976 -1.588
H: -1.668 3.588 -2.063
H: 0.880 3.844 -1.405
H: 3.252 4.179 -0.415
H: 3.204 0.389 -1.449
H: 2.704 -1.402 0.092
H: 1.173 -1.501 0.960
C: -3.510 5.982 -5.458
C: -2.677 4.815 -4.972
O: -2.285 4.974 -3.604
H: -2.959 6.916 -5.348
H: -3.781 5.857 -6.507
H: -4.430 6.069 -4.876
H: -1.752 4.738 -5.542
H: -3.227 3.876 -5.088
H: -3.093 5.048 -3.083
C: 0.946 -4.924 -4.993
C: -0.150 -5.506 -4.122
O: 0.206 -5.482 -2.739
H: 1.877 -5.474 -4.851
H: 0.672 -4.967 -6.047
H: 1.132 -3.878 -4.731
H: -0.326 -6.550 -4.371
H: -1.087 -4.960 -4.268
H: 0.350 -4.562 -2.488
C: 5.026 -2.255 -2.230
C: 6.004 -3.411 -2.352
O: 5.782 -4.372 -1.326
H: 5.137 -1.769 -1.256
H: 5.194 -1.514 -3.016
H: 3.997 -2.612 -2.304
H: 7.028 -3.055 -2.246
H: 5.915 -3.895 -3.329
H: 4.892 -4.719 -1.456
C: 2.853 -6.001 -0.124
C: 1.808 -7.082 0.072
O: 0.487 -6.568 -0.072
H: 2.705 -5.198 0.600
H: 3.863 -6.398 0.000
H: 2.769 -5.569 -1.126
H: 1.874 -7.493 1.078
H: 1.959 -7.899 -0.640
H: 0.391 -6.247 -0.982
C: -6.775 6.227 -0.973
C: -5.659 7.009 -1.638
O: -4.399 6.784 -1.009
H: -6.847 6.493 0.082
H: -7.734 6.429 -1.451
H: -6.583 5.152 -1.032
H: -5.843 8.079 -1.565
H: -5.595 6.751 -2.701
H: -4.209 5.842 -1.055
C: 0.879 -4.476 2.681
C: -0.530 -4.134 3.121
O: -1.055 -3.017 2.397
H: 1.540 -3.618 2.819
H: 1.277 -5.315 3.253
H: 0.889 -4.754 1.622
H: -0.550 -3.846 4.171
H: -1.188 -4.999 2.991
H: -1.064 -3.261 1.465
C: -4.288 -3.936 0.210
C: -4.112 -2.924 1.326
O: -3.953 -1.594 0.813
H: -3.435 -3.907 -0.471
H: -4.379 -4.947 0.609
H: -5.184 -3.721 -0.377
H: -3.213 -3.135 1.897
H: -4.965 -2.955 2.011
H: -4.747 -1.378 0.313
C: -4.794 3.763 7.768
C: -4.007 3.720 6.472
O: -4.290 2.544 5.711
H: -4.577 2.882 8.372
H: -4.547 4.654 8.346
H: -5.867 3.773 7.568
H: -2.937 3.695 6.676
H: -4.216 4.607 5.865
H: -5.231 2.548 5.508
C: 7.885 -0.155 -0.071
C: 8.029 -1.179 1.039
O: 6.786 -1.816 1.326
H: 7.148 0.601 0.206
H: 8.831 0.343 -0.284
H: 7.538 -0.635 -0.991
H: 8.352 -0.700 1.961
H: 8.774 -1.935 0.772
H: 6.514 -2.282 0.528

As for the multiplicity: 1. The calculation puts the HOMO energy at -11.73 eV. Its net charge is +1. The value obtained for the calculated total energy is -2781.8469 Eh.

Entry 2:
ORCA calculation (the ωB97M-V functional and the def2-TZVPD basis) on a structure of composition C4H3F3InNO6S2 at a distorted geometry.

Atoms and positions in Å:
N: 2.751 0.264 0.276
S: 1.815 0.593 1.646
O: 2.670 0.352 2.834
O: 0.464 -0.104 1.677
S: 2.253 -0.188 -1.117
O: 0.761 -0.333 -1.231
O: 3.081 0.491 -2.119
C: 2.685 -1.969 -1.523
F: 2.003 -2.403 -2.573
F: 3.977 -2.097 -1.795
F: 2.411 -2.733 -0.477
In: -0.565 -0.425 0.131
C: -2.678 2.093 1.015
O: -2.060 0.819 1.111
C: -2.534 -0.231 0.114
C: -3.740 -0.514 -0.271
O: -4.805 -0.860 -0.672
H: -2.239 2.726 1.796
H: -2.484 2.530 0.025
H: -3.766 1.989 1.152

As for the multiplicity: 1. The calculation puts the HOMO energy at -8.30 eV. Its net charge is 0. The value obtained for the calculated total energy is -1946.3001 Eh.